# 1
Computed, not measured: a molecular structure, C38H52N3O2P2Re, with the ωB97M-V functional and the def2-TZVPD basis.

Output
Energy relative to the best compared isomer or geometry (same formula, charge and spin)   0.00 kJ/mol
Charge   +3
Lowest unoccupied orbital energy (alpha / beta)   -0.3365 / -0.3633 Eh
Multiplicity   4
Energy   -2554.1152 hartree
<S²>   3.79
HOMO level (alpha / beta)   -0.571 / -0.590 Eh

The geometry in XYZ format:
```
98
Properties=species:S:1:pos:R:3:forces:R:3:lowdin_charge:R:1
Re 0.1405 -0.1192 0.2432 0.26 -0.19 0.14 1.333
C -2.2708 4.0175 -1.0699 -0.02 -0.02 0.00 -0.073
C -2.0252 2.5687 -0.6367 0.04 0.04 0.03 -0.500
C -2.3822 1.5863 -1.7585 0.00 0.07 -0.03 -0.094
P -0.3254 2.2711 0.0075 0.03 -0.23 -0.16 1.034
C 0.9897 3.0614 -1.0058 -0.07 0.06 -0.06 -0.510
C 1.0803 4.5829 -0.8553 0.03 -0.03 -0.04 -0.064
C 0.9081 2.6098 -2.4680 0.00 0.01 0.06 -0.090
C -0.1426 2.8214 1.7192 -0.04 0.12 -0.06 -0.283
C -0.4178 4.0951 2.2048 -0.01 0.04 0.02 -0.018
C -0.1401 4.4312 3.5302 -0.01 0.05 -0.03 -0.228
C -0.4483 5.7972 4.0723 0.00 -0.03 -0.01 -0.018
C 0.4446 3.4571 4.3479 -0.01 0.01 0.01 0.014
C 0.7216 2.1802 3.8925 0.01 0.06 0.02 0.019
C 0.4089 1.8601 2.5740 -0.02 -0.30 -0.09 -0.313
N 0.6075 0.6044 1.9950 0.14 0.22 0.37 -0.198
C 1.1029 -0.5712 2.5932 0.01 -0.18 0.15 -0.324
C 0.5907 -1.1487 3.7598 -0.09 0.16 0.05 0.009
C 1.0908 -2.3566 4.1921 0.01 -0.07 0.02 0.019
C 2.0772 -3.0546 3.4752 0.05 -0.03 -0.04 -0.217
C 2.5973 -4.3733 3.9682 -0.02 0.02 -0.03 -0.013
C 2.5581 -2.4960 2.2940 -0.01 -0.15 0.09 -0.011
C 2.1017 -1.2588 1.8568 -0.07 0.26 -0.19 -0.309
P 2.6187 -0.3491 0.3646 -0.02 0.12 -0.02 1.024
C 3.6614 -1.4399 -0.6850 -0.02 0.09 0.09 -0.523
C 5.0763 -1.6628 -0.1385 -0.03 -0.08 0.00 -0.078
C 3.7114 -0.9405 -2.1378 0.07 -0.01 0.08 -0.099
C 3.5669 1.1200 0.9853 0.07 -0.03 -0.13 -0.495
C 4.4775 0.7735 2.1664 0.00 0.03 0.01 -0.068
C 4.3313 1.8359 -0.1440 -0.01 -0.01 0.09 -0.087
H -3.3297 4.1369 -1.3023 0.01 -0.01 0.01 0.103
H -2.0237 4.7395 -0.2926 -0.01 0.00 -0.04 0.072
H -1.7112 4.2625 -1.9725 -0.02 0.00 0.03 0.079
H -2.6540 2.3597 0.2348 0.00 -0.04 0.01 0.103
H -1.8446 1.8113 -2.6798 0.00 0.00 0.04 0.079
H -2.1774 0.5481 -1.4901 -0.03 -0.03 -0.01 0.037
H -3.4478 1.6696 -1.9767 0.02 0.00 0.00 0.102
H 1.8945 2.6355 -0.5666 0.03 -0.04 0.05 0.061
H 0.2332 5.0977 -1.3049 0.02 -0.02 0.01 0.077
H 1.1679 4.8860 0.1872 0.02 0.02 -0.02 0.074
H 1.9794 4.9219 -1.3735 -0.02 0.00 0.02 0.102
H 0.0725 3.0776 -2.9896 0.01 -0.02 0.02 0.079
H 1.8188 2.9098 -2.9879 -0.01 0.00 0.01 0.098
H 0.8105 1.5233 -2.5573 0.00 0.02 -0.04 0.059
H -0.8459 4.8441 1.5499 0.01 0.02 0.06 0.110
H -0.7623 6.4823 3.2876 0.00 -0.01 -0.01 0.087
H -1.2483 5.7420 4.8128 0.01 0.00 -0.01 0.102
H 0.4220 6.2244 4.5706 0.01 -0.01 0.00 0.099
H 0.6876 3.7085 5.3738 -0.01 0.01 -0.02 0.138
H 1.1777 1.4542 4.5535 -0.01 -0.01 -0.04 0.124
H -0.1879 -0.6412 4.3177 0.03 -0.02 0.00 0.130
H 0.7098 -2.7902 5.1091 0.00 0.02 -0.01 0.136
H 2.3652 -4.5248 5.0201 0.01 0.00 -0.01 0.093
H 2.1466 -5.1937 3.4046 -0.01 0.02 0.01 0.103
H 3.6765 -4.4450 3.8366 0.00 0.01 0.00 0.097
H 3.3256 -3.0228 1.7383 -0.05 0.01 0.02 0.118
H 3.1334 -2.3970 -0.6291 -0.05 -0.06 -0.11 0.096
H 5.6759 -0.7552 -0.1831 -0.02 -0.02 -0.01 0.077
H 5.0772 -2.0331 0.8866 0.05 0.04 -0.03 0.072
H 5.5688 -2.4101 -0.7621 0.02 0.01 0.01 0.103
H 4.3387 -0.0540 -2.2160 0.03 -0.04 -0.01 0.076
H 4.1633 -1.7062 -2.7690 -0.03 -0.01 0.01 0.102
H 2.7363 -0.6819 -2.5536 -0.04 -0.01 0.02 0.058
H 2.7876 1.7862 1.3600 -0.08 0.03 -0.04 0.081
H 5.2558 0.0629 1.8915 -0.03 0.05 0.03 0.074
H 4.9710 1.6873 2.5019 -0.01 -0.01 0.00 0.104
H 3.9161 0.3690 3.0095 0.04 0.00 0.00 0.079
H 5.3458 1.4493 -0.2345 -0.03 -0.04 -0.04 0.088
H 3.8517 1.7485 -1.1188 -0.04 0.06 -0.02 0.056
H 4.4162 2.8978 0.0891 0.03 -0.02 0.03 0.099
O -6.1888 -2.8299 1.1818 0.06 0.04 -0.01 -0.030
C -5.8631 -1.6581 1.8805 -0.08 -0.03 0.01 -0.188
C -4.4485 -1.2938 1.5549 0.12 -0.09 -0.12 -0.117
C -3.8054 -0.2271 2.1803 -0.15 0.01 0.06 0.039
C -2.5132 0.0772 1.8345 0.10 -0.07 0.01 -0.089
N -1.8307 -0.6208 0.9042 0.05 -0.01 -0.14 -0.054
C -2.4327 -1.6767 0.3090 0.03 0.03 -0.04 -0.176
C -3.7316 -2.0273 0.6098 -0.05 0.01 0.06 0.095
C -1.5944 -2.4131 -0.6653 0.11 -0.06 0.03 -0.170
C -2.0206 -3.5604 -1.2994 -0.02 0.02 0.03 0.092
C -1.1761 -4.2265 -2.1853 -0.08 0.02 0.06 -0.116
C -1.6395 -5.4707 -2.8790 -0.02 -0.02 -0.02 -0.186
O -2.8891 -5.8331 -2.3542 0.03 0.04 -0.01 -0.030
C 0.0930 -3.6955 -2.4016 -0.06 -0.09 -0.07 0.040
C 0.4608 -2.5500 -1.7425 -0.13 0.08 0.04 -0.084
N -0.3504 -1.9032 -0.8773 -0.13 0.13 -0.15 -0.065
H -7.0984 -3.0858 1.3633 -0.06 0.00 0.02 0.120
H -5.9548 -1.7789 2.9657 0.03 -0.02 0.03 0.150
H -6.5047 -0.8147 1.5973 -0.01 0.03 -0.01 0.152
H -4.3086 0.3636 2.9368 0.03 -0.02 -0.03 0.144
H -1.9906 0.8943 2.3143 0.03 0.01 -0.06 0.110
H -4.2161 -2.8655 0.1330 0.00 0.00 0.00 0.129
H -3.0024 -3.9720 -1.1202 0.01 0.01 0.00 0.129
H -0.8851 -6.2523 -2.7370 0.03 -0.02 0.03 0.149
H -1.6865 -5.2608 -3.9545 0.01 0.02 -0.03 0.153
H -3.2405 -6.5939 -2.8288 0.00 -0.02 -0.01 0.120
H 0.7894 -4.1693 -3.0825 -0.01 0.03 0.02 0.144
H 1.4284 -2.1111 -1.9102 0.05 0.07 0.01 0.071
```
Forces are in eV/Å.


# 2
Computed, not measured: C5H5N3 in the gas phase at a distorted geometry, with the ωB97M-V functional and the def2-TZVPD basis.

Output
Energy relative to the best compared isomer or geometry (same formula, charge and spin)   287.97 kJ/mol
Charge   0
Lowest unoccupied orbital energy   -0.0097 Eh
Energy   -357.6629 hartree
Structure (SMILES)   [H]/N=C1/C=C(C#N)CN1
HOMO level   -0.348 Eh

The geometry in XYZ format:
```
13
Properties=species:S:1:pos:R:3:forces:R:3:lowdin_charge:R:1
C 1.4078 -0.3471 -0.0824 -4.07 3.83 2.19 -0.455
C -0.1171 1.3702 0.1478 1.52 4.79 0.18 -0.143
C -0.7551 0.0992 0.1973 5.21 -1.44 0.43 -0.315
C 0.0969 -0.9311 0.2593 -0.68 -0.59 0.52 0.071
C -1.9539 -0.2518 -0.1116 -8.17 -0.11 -0.14 -0.249
H 3.1288 -0.6076 -0.5121 -0.84 -1.54 1.45 0.115
H 1.9787 1.7512 0.1362 2.17 1.32 1.54 0.069
H -0.0984 1.8210 1.1440 -0.02 -0.44 0.57 0.126
H -0.6642 2.2451 -0.3213 0.65 -1.43 -0.68 0.145
H -0.2301 -2.0765 0.4862 1.33 3.12 -1.06 0.201
N 2.2983 -1.1389 -0.0343 8.08 -1.61 -2.70 0.139
N 1.3365 1.1606 -0.2459 -5.00 -5.40 -1.76 0.097
N -3.0899 -0.4173 -0.2049 -0.18 -0.49 -0.56 0.199
```
Forces are in eV/Å.


# 3
Computed, not measured: C5H7Cl2PS in the gas phase at a distorted geometry, with the ωB97M-V functional and the def2-TZVPD basis.

Output
Energy relative to the best compared isomer or geometry (same formula, charge and spin)   118.42 kJ/mol
Charge   0
Lowest unoccupied orbital energy (alpha / beta)   -0.0534 / -0.0617 Eh
Energy   -1854.5649 hartree
Structure (SMILES)   S=P(Cl)=C1CCC[C@H]1Cl
HOMO level (alpha / beta)   -0.310 / -0.321 Eh

The geometry in XYZ format:
```
16
Properties=species:S:1:pos:R:3:forces:R:3:lowdin_charge:R:1
C 0.4876 1.4646 -0.1369 -1.49 0.93 -1.39 -0.565
C 1.5237 0.5546 0.5301 2.35 0.22 -2.00 -0.390
C -0.5199 0.4198 -0.6952 -1.66 1.10 -0.36 -0.285
C 0.7673 -0.5159 1.1351 -1.20 -3.34 -0.81 -0.264
C -0.6786 -0.5387 0.4900 -0.27 -2.47 -1.27 -0.205
P 3.1820 0.0287 -0.2057 -4.27 1.78 0.99 -0.045
S 4.1466 -1.3707 0.5524 0.96 -1.31 0.57 0.210
Cl 4.1255 1.7254 -0.5462 0.63 0.98 -0.40 0.259
Cl -0.6875 2.6029 0.8767 1.49 -0.73 0.23 0.500
H 0.7765 2.2137 -0.9031 0.46 -0.80 0.67 0.089
H -1.6070 0.7244 -0.8149 1.56 0.67 -0.51 0.107
H -0.1270 0.1634 -1.7271 -0.37 -0.77 1.44 0.132
H 1.2456 -1.5537 1.2927 -0.58 1.91 -0.28 0.128
H 0.5004 -0.0917 2.0248 -0.09 0.73 3.34 0.080
H -1.5554 -0.2450 1.1885 1.82 -0.13 -1.07 0.125
H -0.9951 -1.5620 0.0674 0.67 1.25 0.86 0.124
```
Forces are in eV/Å.


# 4
Computed, not measured: 2 unconnected molecules or ions with the total composition C3H7NO2, with the ωB97M-V functional and the def2-TZVPD basis.

Output
Energy relative to the best compared isomer or geometry (same formula, charge and spin)   167.07 kJ/mol
Charge   0
Lowest unoccupied orbital energy   0.0186 Eh
Energy   -323.7173 hartree
Structure (SMILES)   CNC=O.C=O
HOMO level   -0.364 Eh

The geometry in XYZ format:
```
13
Properties=species:S:1:pos:R:3:forces:R:3:lowdin_charge:R:1
C 1.8700 -0.0441 -0.2647 0.13 -0.05 0.04 -0.074
N 0.5359 0.5053 -0.3840 -0.10 0.13 0.08 -0.036
C -0.0522 1.2027 0.6224 0.08 -0.02 0.03 -0.391
O 0.4360 1.3999 1.7191 -0.14 -0.05 -0.32 0.006
C -2.1000 -1.1279 -0.0264 -0.06 0.13 -0.27 -0.154
O -2.3248 -0.6765 -1.1222 0.09 -0.23 0.48 -0.021
H 2.5602 0.4307 -0.9705 -0.10 -0.07 0.11 0.084
H 2.2081 0.1542 0.7540 0.01 -0.06 -0.17 0.082
H 1.8685 -1.1250 -0.4418 0.01 0.16 0.03 0.082
H 0.0213 0.3928 -1.2451 0.05 0.04 0.15 0.117
H -2.5562 -0.7040 0.8889 -0.01 -0.03 -0.12 0.089
H -1.4113 -1.9800 0.1319 -0.08 0.06 -0.09 0.087
H -1.0553 1.5720 0.3384 0.12 -0.01 0.06 0.130
```
Forces are in eV/Å.